DFT (ωB97M-V/def2-TZVPD) results for a 14-piece molecular cluster, C16H60N24O16 overall.

Calculated values
DFT total energy	-86101.781	eV
HOMO energy	-0.3449	Ha

Atoms and positions in Å:
C  -2.84768  5.15237  -1.46568
C  -3.52278  5.27363  -0.15029
O  -2.69174  4.85428  0.96078
O  -2.70360  3.74975  -1.65785
H  -1.82475  5.62924  -1.59307
H  -3.55739  5.59082  -2.17089
H  -4.38665  4.56461  -0.17753
H  -3.92591  6.27748  0.11018
H  -2.89665  3.91428  1.13471
H  -1.74129  3.63156  -1.38094
C  0.81234  -0.78535  -0.56549
C  0.93206  0.67226  -0.80017
O  0.10013  1.41921  0.09615
O  -0.43141  -1.40724  -0.98722
H  0.98253  -1.11209  0.47768
H  1.62464  -1.25946  -1.12601
H  0.67402  0.89536  -1.89360
H  1.95560  1.09267  -0.71549
H  0.07404  2.37446  -0.15223
H  -0.10565  -2.01650  -1.73070
C  -3.79673  1.07393  1.77581
O  -3.75648  2.24958  2.07581
N  -2.78450  0.40380  1.02173
N  -4.85514  0.28354  2.06474
H  -2.02502  0.91984  0.63625
H  -3.24239  -0.12113  0.23702
H  -5.52117  0.60214  2.79846
H  -4.73159  -0.72553  2.24640
C  0.75734  0.42321  3.98503
O  0.85338  -0.26338  5.01858
N  1.66164  1.43483  3.72408
N  -0.06149  0.11528  2.95227
H  1.96496  1.53770  2.72102
H  2.45571  1.45154  4.36119
H  -0.75216  -0.59619  3.16774
H  -0.10997  0.63552  2.05826
C  1.47410  -3.48164  2.11768
O  2.06927  -4.16451  1.27912
N  0.20836  -3.60392  2.52873
N  2.18053  -2.46596  2.73886
H  -0.31164  -4.35771  2.23076
H  -0.20579  -3.05178  3.23711
H  2.77881  -2.04458  2.05259
H  1.67477  -1.76102  3.28877
C  0.90940  4.80807  0.17959
O  0.24138  4.19038  -0.67024
N  2.29085  4.83829  0.04740
N  0.23377  5.48867  1.10397
H  2.83200  5.16506  0.78426
H  2.67872  4.12002  -0.50041
H  0.66473  6.05692  1.79920
H  -0.76242  5.44102  0.99683
C  2.64048  2.93121  -3.02648
O  3.26477  2.77565  -2.00553
N  3.09242  2.42361  -4.21335
N  1.37194  3.34408  -3.09763
H  2.77170  2.72227  -5.16119
H  4.07642  2.16162  -4.25242
H  1.04698  3.74610  -2.18097
H  0.88157  3.24445  -3.93162
C  -0.00005  0.06715  -5.19443
O  0.50573  1.03000  -5.70125
N  0.55896  -0.60997  -4.13128
N  -1.27855  -0.41983  -5.57601
H  1.47002  -0.33900  -3.84910
H  0.22625  -1.52005  -3.85163
H  -1.80122  -0.77038  -4.74393
H  -1.79844  0.18664  -6.21715
C  -3.18283  0.19347  -2.44272
O  -3.51462  -0.99331  -2.62020
N  -1.90284  0.59200  -2.27691
N  -4.15634  1.17440  -2.57736
H  -1.20866  -0.14248  -2.23076
H  -1.80512  1.50071  -1.86274
H  -5.11066  0.96962  -2.77083
H  -3.82932  2.12773  -2.52769
C  4.14548  0.84039  0.95667
O  3.45248  1.75946  1.30253
N  4.53337  0.76930  -0.31362
N  4.43984  -0.27745  1.74277
H  4.29493  1.47720  -1.00164
H  4.84596  -0.17537  -0.62347
H  5.18423  -0.83202  1.31602
H  4.40004  -0.25036  2.74915
C  5.62945  -2.88625  -0.09776
O  6.77664  -2.54460  0.13620
N  4.88432  -3.48187  0.87369
N  4.94915  -2.58558  -1.33642
H  4.02521  -4.01383  0.71365
H  5.33282  -3.84106  1.68361
H  5.50783  -2.26499  -1.93781
H  4.04398  -2.97454  -1.68394
C  -2.39745  -2.14854  4.86499
O  -1.71523  -2.19183  3.82254
N  -1.79867  -1.66136  5.98130
N  -3.63218  -2.68273  5.00185
H  -2.33886  -1.73950  6.83481
H  -0.84696  -1.26101  6.01787
H  -4.14141  -2.74267  5.83100
H  -4.04506  -3.02878  4.13029
C  1.13414  -4.56311  -2.26908
O  1.07017  -3.32289  -2.50145
N  1.55209  -5.07664  -1.10883
N  0.92458  -5.33873  -3.33162
H  1.66229  -6.11529  -0.96688
H  1.57708  -4.52365  -0.26871
H  0.45692  -4.79742  -4.08418
H  0.83793  -6.33835  -3.16630
C  -3.83218  -2.79212  1.27752
O  -4.49343  -2.90626  2.34723
N  -2.47476  -3.02564  1.15915
N  -4.45008  -2.38835  0.16316
H  -1.93301  -2.80596  2.00993
H  -2.07212  -2.40674  0.38906
H  -5.40528  -2.27503  0.23727
H  -3.93597  -2.09479  -0.67835

Results of the Löwdin charge analysis, in e, for atoms 1 through 2: number 1, C, carries -0.2480; number 2, C, carries -0.2262